(1)
Molecular formula: C65H57BrGe2InN7
Method: DFT, ωB97M-V/def2-TZVPD

Each line ends with the Löwdin charge.
Positions of all 133 atoms, in Å:
C  -0.4030  -6.5648  0.5740  -0.044
C  1.6637  0.4093  -4.4072  0.021
H  -1.2186  0.1125  5.2035  0.010
H  2.5300  4.3822  -0.9737  0.110
H  3.8957  3.1785  0.9458  0.120
H  -1.6324  -2.2122  1.4966  0.075
C  -3.3646  1.8588  0.3898  -0.372
H  -0.3051  3.6469  0.3006  0.066
C  5.0050  2.5468  -2.3794  -0.029
C  -1.7016  0.9309  -2.6821  -0.709
H  2.1128  1.1142  8.1150  0.106
C  1.0976  1.2396  4.8857  -0.061
N  -2.3680  -3.0077  -0.2416  -0.028
C  0.6781  -4.2879  0.3791  -0.072
N  1.0703  -2.0326  1.3373  0.042
C  1.1945  -0.5709  -3.4577  -0.223
H  -1.3348  -6.1419  0.2087  0.113
C  -4.1031  -1.4944  2.8180  -0.249
In  0.4476  -0.7932  -0.3718  0.872
N  -0.7652  1.3448  -1.8336  0.031
H  -4.3268  4.2724  -1.8090  0.107
C  0.8535  -3.3843  1.4339  -0.238
H  1.3347  4.4370  -3.4956  0.073
C  0.3418  -4.8920  -2.0416  0.021
H  2.0691  -1.8055  -6.0608  0.121
Ge  -1.8495  1.2743  1.5004  0.974
H  -6.4488  2.9950  -1.6953  0.107
C  1.7711  0.1299  4.3771  -0.196
H  0.6241  2.8101  -1.4491  0.101
C  0.0823  5.0469  1.8626  -0.072
C  3.2074  2.3606  1.0990  0.024
C  -1.6441  -2.5969  -6.7496  -0.068
C  0.2544  4.6008  -3.4437  -0.019
C  1.2141  -1.5544  2.6151  -0.230
C  1.8971  -6.3038  1.2107  -0.028
H  -0.7745  4.6424  5.1145  0.110
C  2.3663  0.9168  -2.3319  -0.240
H  -4.6562  0.2599  1.0493  0.053
C  -4.4007  3.3944  -1.1756  -0.076
C  5.4928  4.9005  -2.5407  -0.076
C  1.9666  -7.6574  1.5157  -0.064
H  -2.3917  -1.1833  0.4754  -0.040
C  0.7117  -5.7448  0.7327  -0.213
C  -1.0697  2.9370  2.1814  -0.352
H  0.6742  2.4537  6.6017  0.106
C  0.1996  -4.1786  -3.1857  0.031
C  -1.1788  3.2390  3.5418  -0.154
C  2.7762  1.8645  2.2776  0.030
C  3.8064  2.8245  -1.7235  -0.208
H  -2.3977  3.5883  -0.4672  0.084
H  0.8992  -9.5218  1.5983  0.107
C  1.6002  -0.2448  2.9432  -0.057
C  -1.2115  -2.3717  -5.4487  -0.044
H  0.5740  5.7505  1.1997  0.104
H  -6.6012  0.9960  -0.2366  0.108
H  3.1931  -1.4143  4.8303  0.124
C  2.6062  -0.5916  5.2266  -0.036
H  2.9580  2.1453  -4.1195  0.123
C  4.2995  5.1876  -1.8893  -0.069
C  2.6335  1.5479  0.0530  -0.211
C  -0.0483  5.3380  3.2162  -0.070
H  -5.1109  -1.3565  3.2204  0.033
H  -4.8056  0.8331  4.9576  0.031
Ge  -3.0168  0.0503  3.3649  0.703
C  -4.5669  1.1471  0.4336  -0.149
H  -1.6709  2.5443  4.2138  0.062
C  3.4639  4.1548  -1.4819  -0.059
C  -0.4749  3.2991  -3.2207  -0.233
C  -1.7442  -0.6719  4.6524  -0.227
H  3.3862  -0.8088  7.2108  0.109
H  0.0697  5.2963  -2.6201  0.088
H  1.2997  -2.1820  -8.3699  0.109
C  -0.7487  -2.5075  -7.8075  -0.078
H  -3.2265  -3.3172  0.1954  0.082
C  2.4210  1.2947  -3.7225  0.013
H  -2.8433  1.2152  -4.4714  0.113
H  6.7764  3.3480  -3.2885  0.109
N  -1.7592  -1.9697  0.5194  -0.109
C  -0.6770  4.4279  4.0553  -0.073
H  -1.2178  -8.5409  0.7662  0.108
C  -1.4566  2.8277  -4.0771  -0.001
H  4.0202  6.2177  -1.6966  0.108
H  -4.1934  -1.6436  1.7403  -0.012
N  1.6127  -0.2164  -2.1922  0.059
H  -1.0003  -1.2898  4.1445  -0.008
C  0.1197  -2.0387  -5.1859  -0.192
H  0.3321  6.2725  3.6129  0.108
C  1.0285  -2.6363  3.5510  -0.011
C  -3.3049  2.9941  -0.4251  -0.118
C  -0.3386  -7.9167  0.8876  -0.069
H  -1.7260  3.3951  -4.9629  0.127
H  0.4820  1.8299  4.2181  0.082
C  1.2131  1.5919  6.2226  -0.063
H  -2.2927  -1.2974  5.3650  0.036
C  -0.1661  2.5077  -2.1241  -0.112
H  -1.7244  -3.7816  -0.3093  0.045
C  0.3476  -2.7902  -2.8396  -0.249
C  -2.0814  1.6195  -3.8176  -0.076
H  -1.9117  -2.4422  -4.6237  0.082
H  6.1466  5.7052  -2.8576  0.107
H  0.3507  -5.9662  -1.9389  0.119
H  0.6617  -4.7632  3.1922  0.123
H  3.0385  2.2007  3.2697  0.125
C  1.9608  0.7087  1.9850  -0.229
H  -4.8347  1.8382  3.4861  0.025
C  2.7278  -0.2404  6.5635  -0.064
C  -5.6753  1.5551  -0.3010  -0.074
H  -3.6720  -2.3954  3.2623  0.027
C  -0.4183  3.8540  1.3546  -0.121
C  0.5218  -3.9476  -0.9708  -0.238
H  -2.6833  -2.8481  -6.9342  0.108
C  -4.1860  1.3563  4.2220  -0.230
C  0.8298  -3.7626  2.8245  0.022
C  0.8476  -8.4664  1.3562  -0.077
C  5.8442  3.5774  -2.7841  -0.064
H  -1.0861  -2.6781  -8.8231  0.107
C  2.0205  0.8428  7.0708  -0.072
H  1.4413  0.4183  -5.4627  0.116
N  0.5159  -2.6726  -1.4922  0.049
H  2.8967  -8.0820  1.8750  0.108
H  0.0885  -4.5602  -4.1898  0.124
H  -0.0669  5.0804  -4.3689  0.084
C  0.5386  -1.7630  -3.7795  -0.073
H  1.0529  -2.5451  4.6278  0.117
N  1.8560  0.5608  0.6224  0.054
C  0.5863  -2.2188  -7.5536  -0.068
H  5.2811  1.5126  -2.5604  0.127
C  2.9055  1.7030  -1.3053  -0.079
H  2.7707  -5.6718  1.3300  0.126
C  1.0178  -1.9896  -6.2536  -0.040
H  -3.6084  2.1246  4.7343  0.007
Br  -2.5004  -0.7294  -2.2797  0.938
C  -5.5901  2.6761  -1.1161  -0.075

Properties
* 2S+1: 2
* ΔE to the lowest compared entry with this formula, charge and spin: 95.66 kJ/mol
* ⟨S²⟩: 0.754
* Kohn-Sham gap (spin up / spin down): 0.207 / 0.193 Eh
* total charge: +1
* maximum force: 0.810 eV/Å
* DFT total energy: -9812.2430 a.u.

(2)
Molecular formula: C6H8N3P3
Method: DFT, ωB97M-V/def2-TZVPD

Each line ends with the natural charge from an NBO analysis.
Positions of all 20 atoms, in Å:
H  -1.3610  1.5230  -1.3984  -0.066
C  0.3638  0.0605  0.1035  0.152
P  -1.8962  1.4464  -0.0516  1.034
P  -4.4329  0.0044  -0.0059  1.269
N  -1.0097  -0.1123  0.1295  -1.024
H  2.9322  2.5176  0.3239  0.223
N  -3.4126  1.0817  -0.4686  -1.328
C  1.2343  -1.0147  -0.2070  -0.278
C  2.6212  -0.7917  -0.3533  -0.174
C  0.9645  1.2905  0.3111  -0.256
C  2.3623  1.5330  0.1553  -0.189
H  0.9217  -1.9256  -0.4983  0.203
P  -1.8121  -1.5628  -0.2289  0.980
H  -1.3382  -2.4243  0.8455  -0.067
H  0.4344  2.1582  0.7795  0.224
C  3.2180  0.4692  -0.2144  -0.268
H  4.2533  0.7035  -0.3553  0.217
H  -3.8849  -2.0019  1.1138  0.424
H  3.1630  -1.7679  -0.5983  0.214
N  -3.3212  -1.1870  0.6177  -1.289

Properties
* ΔE to the lowest compared entry with this formula, charge and spin: 0.00 kJ/mol
* Kohn-Sham gap: 0.271 Eh
* SMILES string: c1ccc(-n2[pH]np[nH][pH]2)cc1
* maximum force: 4.522 eV/Å
* DFT total energy: -1421.7415 a.u.

(3)
Molecular formula: C6H14N2O2
Method: DFT, ωB97M-V/def2-TZVPD

Each line ends with the natural charge from an NBO analysis.
Positions of all 24 atoms, in Å:
H  -2.0671  1.0956  1.8471  0.202
O  -2.3884  -1.6353  1.9441  -0.636
H  -0.1063  1.3891  -2.5504  0.389
H  -0.1874  3.2199  -0.8414  0.201
H  2.9769  0.1496  -2.4784  0.248
H  2.1056  -1.3232  -2.2781  0.241
C  -0.5510  -2.6439  0.7793  -0.705
C  -1.1210  0.7561  2.2779  -0.413
C  -0.2994  2.1722  -0.6011  -0.421
H  -0.4422  1.5996  2.2474  0.197
C  1.2948  0.4629  -1.3849  0.681
H  1.5248  -0.1453  -3.4952  0.213
H  0.3704  -0.2806  1.2246  0.431
H  0.2699  1.9197  0.2748  0.234
H  -0.5396  -3.5637  1.3532  0.237
N  0.4222  1.4537  -1.6935  -0.602
C  -1.2608  -1.5205  1.4900  0.667
H  -1.3251  1.8493  -0.6308  0.204
N  -0.5887  -0.3488  1.5363  -0.635
H  -1.2659  0.5717  3.3478  0.203
C  1.9752  -0.2662  -2.5128  -0.704
H  0.4956  -2.3749  0.5822  0.212
O  1.6961  0.2954  -0.2385  -0.673
H  -0.9885  -2.8323  -0.1998  0.230

Properties
* ΔE to the lowest compared entry with this formula, charge and spin: 54.91 kJ/mol
* Kohn-Sham gap: 0.365 Eh
* SMILES string: CNC(C)=O.CNC(C)=O
* maximum force: 2.287 eV/Å
* DFT total energy: -497.0366 a.u.

(4)
Molecular formula: C21H22N2O6
Method: DFT, ωB97M-V/def2-TZVPD

Each line ends with the natural charge from an NBO analysis.
Positions of all 51 atoms, in Å:
H  -0.7312  0.4963  0.3478  0.236
H  -4.7894  3.1783  0.4600  0.222
H  1.5397  1.4255  -1.4127  0.293
O  -0.4089  3.2581  0.4253  -0.707
H  -5.3588  4.6484  -0.5873  0.188
C  0.1201  -1.1455  -2.6023  -0.248
O  -3.2573  5.3938  -2.6572  -0.563
H  -1.5938  -1.2017  -1.3152  0.183
O  -3.1587  3.2220  -1.9831  -0.532
H  0.4302  2.7865  -3.8058  0.208
H  3.3609  -1.9145  1.1294  0.287
H  -1.0199  5.2419  -1.2510  0.307
C  0.7024  0.2196  -3.0548  -0.195
C  4.7696  -5.4329  4.2194  -0.688
H  1.3142  0.1561  -3.9060  0.231
C  -1.3289  4.5273  -2.0939  -0.334
H  -5.1689  3.5735  -2.7520  0.203
C  2.7083  -2.5163  1.8471  -0.245
H  5.5762  -4.4894  4.3820  0.205
C  1.0153  -0.6867  0.1261  0.683
H  5.0046  -5.7966  3.1699  0.219
C  3.5033  -3.4572  2.7034  -0.057
H  -0.8176  5.3444  -2.9644  0.248
C  -0.2205  1.1375  -2.4009  0.247
C  0.3212  1.2860  -1.1258  -0.301
H  -0.2284  -1.3819  1.3853  0.379
C  -0.1306  0.2633  -0.3202  -0.329
C  3.3747  -5.1794  4.3098  0.501
H  -4.6852  1.9764  -1.9036  0.202
H  0.8706  -4.6679  4.3867  0.229
H  -1.2833  2.6006  -3.5173  0.209
H  5.3181  -6.1223  4.8258  0.243
H  -6.4154  3.3142  -0.5999  0.212
N  -0.6224  3.2611  -2.0192  -0.416
C  -5.2771  3.7104  -0.5686  -0.589
H  4.2402  -3.8001  2.3192  0.173
C  -4.6645  3.1519  -1.8941  -0.085
O  2.3174  -0.4920  -0.1573  -0.701
H  -0.3576  -2.8561  3.1212  0.195
C  -2.6606  4.4848  -2.2284  0.734
C  2.7527  -4.3141  3.4618  -0.188
C  -0.9734  -0.5119  -1.3885  0.093
O  2.9376  -5.8637  5.0272  -0.482
O  -1.3065  0.4620  -2.2993  -0.495
C  1.4521  -3.9253  3.7919  -0.134
C  1.4949  -2.3030  1.9636  0.138
H  0.5769  -2.1689  -2.4961  0.211
C  0.5705  -3.0294  2.9221  -0.182
C  -0.3910  2.6863  -3.2085  -0.194
C  -0.2001  2.8025  -0.9075  0.715
N  0.7784  -1.3516  1.0961  -0.529

Properties
* ΔE to the lowest compared entry with this formula, charge and spin: 2065.63 kJ/mol
* Kohn-Sham gap: 0.299 Eh
* SMILES string: CCOC(=O)CN1C[C@]23C=C[C@H](O2)[C@@H](C(=O)Nc2ccc(C(C)=O)cc2)[C@@H]3C1=O
* maximum force: 18.592 eV/Å
* DFT total energy: -1373.6826 a.u.